No. 1
C5H7N2O2 | the ωB97M-V functional and the def2-TZVPD basis

```
! wB97M-V def2-TZVPD RIJCOSX def2/J DEFGRID3
* xyz 1 1
C 0.334 1.490 0.449
C 1.956 0.975 2.168
C -2.185 -0.384 0.485
C -0.075 -0.865 -0.581
C 0.090 -0.417 -1.987
N 1.272 1.516 1.321
N -1.280 -1.008 -0.096
O 2.691 0.662 2.994
O 0.959 -1.433 -0.021
H 0.206 2.465 -0.039
H -3.149 -0.853 0.632
H -1.997 0.632 0.849
H 1.147 -0.324 -2.216
H -0.428 0.522 -2.163
H -0.343 -1.166 -2.654
H 0.800 -1.813 0.860
*
```

Results
Relative energy (zero: lowest compared OMol25 entry of this formula, charge and spin)   111.7 kcal per mole
HOMO-LUMO gap   7.908 eV
HOMO level   -12.9 eV

***

No. 2
C12H20O2 | the ωB97M-V functional and the def2-TZVPD basis

```
! wB97M-V def2-TZVPD RIJCOSX def2/J DEFGRID3
* xyz 0 1
C -4.116 -1.136 -0.497
C -2.648 -0.939 -0.216
O -1.758 -1.343 -0.923
O -2.469 -0.262 0.913
C -1.120 0.058 1.308
C -0.829 1.510 1.077
C -0.174 2.030 0.044
C 0.037 3.512 -0.056
C 0.412 1.237 -1.090
C 1.904 0.913 -0.868
C 2.109 -0.041 0.269
C 2.005 -1.364 0.199
C 2.184 -2.227 1.413
C 1.666 -2.111 -1.057
H -4.440 -0.357 -1.185
H -4.271 -2.100 -0.973
H -4.689 -1.059 0.421
H -1.070 -0.171 2.376
H -0.429 -0.584 0.761
H -1.237 2.173 1.830
H -0.315 4.026 0.834
H -0.498 3.907 -0.920
H 1.094 3.734 -0.195
H -0.131 0.306 -1.239
H 0.324 1.827 -2.006
H 2.295 0.486 -1.794
H 2.449 1.837 -0.669
H 2.323 0.417 1.226
H 2.346 -1.627 2.305
H 3.037 -2.893 1.281
H 1.301 -2.848 1.562
H 2.086 -1.629 -1.937
H 0.584 -2.151 -1.187
H 2.038 -3.132 -1.006
*
```

Results
Relative energy (zero: lowest compared OMol25 entry of this formula, charge and spin)   10.2 kcal per mole
SMILES   CC(=O)OC/C=C(/C)CCC=C(C)C
HOMO-LUMO gap   9.628 eV
HOMO level   -8.7 eV